[1]
An isolated molecule of C9H11IN2O at a distorted geometry, computed with ωB97M-V/def2-TZVPD.

Atoms and positions in Å:
1 C -1.844 2.371 1.270
2 C -1.431 1.073 0.808
3 C -1.430 3.456 0.593
4 C -0.163 2.201 -0.867
5 C -0.562 1.032 -0.326
6 C -0.512 -1.813 -0.645
7 C 0.715 -2.682 -0.735
8 C 0.086 -0.352 -0.779
9 C 1.605 -1.936 0.295
10 N -0.575 3.415 -0.425
11 N 1.275 -0.538 0.148
12 O 1.231 -2.401 1.557
13 I 2.880 0.818 -0.140
14 H -2.676 2.576 2.024
15 H -1.959 0.215 1.220
16 H -1.779 4.451 0.809
17 H 0.654 2.147 -1.551
18 H -1.189 -2.008 -1.514
19 H -0.999 -1.863 0.252
20 H 0.503 -3.740 -0.693
21 H 1.232 -2.417 -1.710
22 H 0.577 -0.017 -1.799
23 H 2.721 -2.245 0.035
24 H 1.642 -1.745 2.173

Results
SMILES   O[C@H]1CC[C@@H](c2cccnc2)N1I
Relative energy (zero: lowest compared OMol25 entry of this formula, charge and spin)   0.0 kcal/mol
LUMO energy   -0.43 eV
HOMO level   -0.3274 Ha
HOMO-LUMO gap   8.482 eV
Total energy   -22637.4202 eV
Multiplicity   1
Largest force on an atom   0.0943 hartree/bohr

---

[2]
A structure of composition C32H25F4N8OSr at a distorted geometry, computed with ωB97M-V/def2-TZVPD.

Atoms and positions in Å:
1 Sr 0.144 0.669 0.682
2 C 3.299 0.650 2.359
3 N 2.821 0.411 1.001
4 C 3.639 -0.609 0.361
5 C 2.828 1.661 0.248
6 C 2.121 1.594 -1.111
7 N 0.848 2.273 -1.193
8 C 0.811 3.615 -1.190
9 C -0.469 4.235 -1.223
10 F -1.557 3.431 -1.211
11 C -0.658 5.590 -1.248
12 F -1.918 6.068 -1.281
13 C 0.405 6.484 -1.243
14 C 1.659 5.918 -1.205
15 F 2.747 6.720 -1.193
16 C 1.867 4.553 -1.183
17 F 3.162 4.128 -1.142
18 H 4.346 0.990 2.367
19 H 3.221 -0.268 2.941
20 H 2.679 1.406 2.838
21 H 3.554 -1.548 0.909
22 H 4.699 -0.311 0.340
23 H 3.310 -0.783 -0.662
24 H 3.861 2.017 0.104
25 H 2.348 2.423 0.873
26 H 1.931 0.536 -1.365
27 H 2.830 1.913 -1.883
28 H 0.258 7.552 -1.261
29 C -0.465 1.382 -5.578
30 C -1.112 1.779 -4.419
31 C -0.995 1.013 -3.270
32 C -0.241 -0.150 -3.287
33 C 0.403 -0.558 -4.454
34 C 0.291 0.212 -5.596
35 N -0.161 -0.867 -2.045
36 N 0.323 -2.002 -2.150
37 C 0.386 -2.722 -0.911
38 C 0.362 -4.104 -1.011
39 C 0.334 -4.843 0.158
40 C 0.351 -4.171 1.370
41 C 0.417 -2.783 1.362
42 N 0.443 -2.068 0.241
43 H -0.542 1.983 -6.476
44 H -1.695 2.690 -4.393
45 H -1.473 1.311 -2.349
46 H 0.992 -1.464 -4.445
47 H 0.797 -0.092 -6.503
48 H 0.338 -4.562 -1.990
49 H 0.285 -5.923 0.124
50 H 0.306 -4.703 2.309
51 H 0.433 -2.231 2.294
52 O 0.168 2.499 2.429
53 N -0.473 2.730 3.503
54 C -0.589 1.718 4.345
55 C 0.007 0.462 4.019
56 N 0.560 -0.505 3.725
57 C -1.275 1.901 5.579
58 N -1.807 2.044 6.590
59 C -2.197 -0.564 1.294
60 C -2.799 -1.599 1.555
61 C -3.466 -2.842 1.788
62 C -4.266 -3.051 2.917
63 C -4.883 -4.273 3.137
64 C -4.719 -5.319 2.240
65 C -3.928 -5.127 1.113
66 C -3.311 -3.908 0.890
67 H -4.393 -2.238 3.620
68 H -5.499 -4.411 4.018
69 H -5.204 -6.271 2.415
70 H -3.794 -5.934 0.402
71 H -2.696 -3.753 0.012

Results
Relative energy (zero: lowest compared OMol25 entry of this formula, charge and spin)   16.3 kcal/mol
Total charge   -1
LUMO energy   1.20 eV
HOMO level   -0.1695 Ha
HOMO-LUMO gap   5.808 eV
Total energy   -59261.9605 eV
Multiplicity   1
Largest force on an atom   0.0230 hartree/bohr

---

[3]
A structure of composition C8H6N3O3S at a distorted geometry, computed with ωB97M-V/def2-TZVPD.

Atoms and positions in Å:
1 C -3.573 -0.221 1.969
2 C -3.269 -0.448 0.630
3 C -1.918 -0.652 0.073
4 C -1.677 -1.689 -0.937
5 C -0.448 -1.879 -1.499
6 C 0.619 -1.008 -1.082
7 N 1.901 -0.985 -1.507
8 S 2.660 0.188 -0.673
9 N 1.453 0.777 0.270
10 C 0.412 0.002 -0.079
11 C -0.895 0.170 0.489
12 H -3.608 -0.987 2.754
13 H -3.870 0.803 2.263
14 H -4.106 -0.455 -0.098
15 H -2.495 -2.340 -1.265
16 H -0.283 -2.653 -2.255
17 H -1.145 0.919 1.245
18 N 5.064 2.617 -0.075
19 O 5.637 3.710 0.071
20 O 5.414 1.839 -0.989
21 O 4.129 2.291 0.696

Results
Relative energy (zero: lowest compared OMol25 entry of this formula, charge and spin)   79.9 kcal/mol
Total charge   -1
LUMO energy   1.47 eV
HOMO level   -0.1670 Ha
HOMO-LUMO gap   6.017 eV
Total energy   -29836.1702 eV
Multiplicity   1
Largest force on an atom   0.0445 hartree/bohr

---

[4]
A structure of composition C50H56B3ClNO4P at a distorted geometry, computed with ωB97M-V/def2-TZVPD.

Atoms and positions in Å:
1 C 9.069 -1.253 -4.111
2 N 8.474 -2.035 -5.204
3 C 7.026 -2.274 -4.978
4 B 6.101 -1.118 -5.546
5 O 6.428 0.269 -5.556
6 B 5.425 0.902 -4.804
7 Cl 5.821 2.221 -3.623
8 O 4.056 0.544 -4.891
9 B 3.944 -0.850 -5.088
10 P 2.773 -2.034 -4.117
11 O 3.342 -3.452 -4.258
12 O 4.796 -1.435 -6.045
13 H 8.361 -0.481 -3.763
14 H 9.953 -0.725 -4.502
15 H 9.349 -1.852 -3.226
16 H 8.919 -2.942 -5.220
17 H 6.729 -3.276 -5.322
18 H 6.861 -2.282 -3.869
19 H 1.409 -1.927 -4.508
20 H 2.798 -1.742 -2.714
21 C 1.626 -3.051 0.967
22 C 2.677 -2.484 0.257
23 C 3.108 -1.198 0.560
24 C 2.494 -0.483 1.581
25 C 1.446 -1.051 2.294
26 C 1.008 -2.333 1.983
27 H 1.288 -4.052 0.727
28 H 3.161 -3.046 -0.534
29 H 3.924 -0.754 0.003
30 H 2.834 0.517 1.821
31 H 0.967 -0.494 3.090
32 H 0.186 -2.772 2.534
33 C 10.566 1.693 -6.815
34 C 11.748 2.269 -7.264
35 C 12.559 1.583 -8.159
36 C 12.185 0.323 -8.610
37 C 11.002 -0.251 -8.163
38 C 10.194 0.431 -7.262
39 H 9.934 2.227 -6.115
40 H 12.036 3.254 -6.917
41 H 13.483 2.030 -8.504
42 H 12.816 -0.210 -9.311
43 H 10.709 -1.233 -8.516
44 H 9.274 -0.020 -6.909
45 C -3.849 -0.633 0.041
46 C -2.619 -1.271 0.144
47 C -1.449 -0.522 0.178
48 C -1.510 0.865 0.120
49 C -2.740 1.503 0.021
50 C -3.909 0.753 -0.022
51 H -4.762 -1.216 0.011
52 H -2.572 -2.352 0.196
53 H -0.490 -1.019 0.252
54 H -0.597 1.448 0.152
55 H -2.788 2.584 -0.022
56 H -4.869 1.250 -0.104
57 C -9.276 -2.266 2.228
58 C -8.047 -2.905 2.334
59 C -6.876 -2.159 2.370
60 C -6.934 -0.772 2.309
61 C -8.163 -0.132 2.206
62 C -9.334 -0.879 2.162
63 H -10.189 -2.848 2.198
64 H -8.003 -3.986 2.389
65 H -5.917 -2.658 2.446
66 H -6.021 -0.190 2.341
67 H -8.208 0.949 2.159
68 H -10.291 -0.380 2.076
69 C -14.246 -5.504 1.212
70 C -13.190 -4.943 0.505
71 C -12.756 -3.659 0.808
72 C -13.372 -2.938 1.824
73 C -14.426 -3.500 2.533
74 C -14.866 -4.782 2.225
75 H -14.587 -6.504 0.974
76 H -12.706 -5.507 -0.282
77 H -11.936 -3.219 0.252
78 H -13.030 -1.938 2.062
79 H -14.905 -2.940 3.326
80 H -15.690 -5.218 2.774
81 C 4.869 0.420 6.147
82 C 4.235 0.088 4.955
83 C 3.868 -1.228 4.706
84 C 4.126 -2.212 5.652
85 C 4.757 -1.881 6.845
86 C 5.132 -0.566 7.091
87 H 5.158 1.446 6.340
88 H 4.028 0.857 4.219
89 H 3.383 -1.487 3.778
90 H 3.836 -3.238 5.460
91 H 4.957 -2.647 7.583
92 H 5.628 -0.308 8.018
93 C -8.577 3.464 -1.811
94 C -7.345 2.829 -1.711
95 C -6.177 3.581 -1.679
96 C -6.240 4.967 -1.739
97 C -7.472 5.602 -1.836
98 C -8.640 4.850 -1.876
99 H -9.487 2.878 -1.839
100 H -7.295 1.748 -1.657
101 H -5.216 3.085 -1.608
102 H -5.330 5.553 -1.710
103 H -7.522 6.683 -1.882
104 H -9.600 5.345 -1.957
105 C 4.610 4.343 5.210
106 C 3.320 4.039 5.628
107 C 2.644 4.902 6.481
108 C 3.254 6.074 6.909
109 C 4.543 6.380 6.489
110 C 5.222 5.513 5.643
111 H 5.138 3.668 4.548
112 H 2.841 3.128 5.290
113 H 1.641 4.662 6.812
114 H 2.726 6.749 7.571
115 H 5.018 7.294 6.821
116 H 6.228 5.749 5.319

Results
Relative energy (zero: lowest compared OMol25 entry of this formula, charge and spin)   25.3 kcal/mol
LUMO energy   -0.43 eV
HOMO level   -0.3386 Ha
HOMO-LUMO gap   8.785 eV
Total energy   -86285.2453 eV
Multiplicity   1
Largest force on an atom   0.0724 hartree/bohr

---

[5]
A structure of composition C26H29IrN7O3, computed with ωB97M-V/def2-TZVPD.

Atoms and positions in Å:
1 Ir -0.126 0.381 0.443
2 C 3.220 0.106 -5.545
3 O 1.988 0.795 -5.722
4 C 1.256 1.081 -4.641
5 C 0.040 1.758 -4.904
6 C -0.748 2.112 -3.861
7 C -0.429 1.794 -2.510
8 C -1.255 2.310 -1.473
9 C -2.263 3.388 -1.753
10 O -1.204 1.951 -0.262
11 C 0.780 1.074 -2.255
12 O 1.219 0.713 -1.081
13 C 1.615 0.761 -3.350
14 H 3.626 -0.037 -6.541
15 H 3.058 -0.866 -5.074
16 H 3.915 0.698 -4.947
17 H -0.218 1.988 -5.928
18 H -1.666 2.646 -4.066
19 H -1.834 4.197 -2.341
20 H -2.644 3.772 -0.811
21 H -3.099 2.973 -2.320
22 H 2.548 0.262 -3.131
23 C -3.093 0.480 1.141
24 N -1.840 -0.015 1.769
25 C -1.868 0.437 3.170
26 C -1.887 -1.505 1.744
27 C -1.766 -1.971 0.322
28 C -2.384 -3.141 -0.096
29 C -2.211 -3.590 -1.397
30 C -1.422 -2.850 -2.263
31 C -0.817 -1.671 -1.840
32 C -0.975 -1.197 -0.541
33 H -3.943 0.076 1.698
34 H -3.151 0.149 0.109
35 H -3.121 1.563 1.182
36 H -2.775 0.063 3.653
37 H -1.876 1.524 3.207
38 H -1.007 0.059 3.717
39 H -2.815 -1.860 2.207
40 H -1.054 -1.866 2.355
41 H -3.000 -3.703 0.597
42 H -2.693 -4.499 -1.731
43 H -1.278 -3.181 -3.284
44 H -0.230 -1.120 -2.565
45 N 1.983 -2.103 -0.512
46 C 1.859 -2.021 0.801
47 N 2.373 -2.976 1.572
48 C 2.361 -2.734 2.877
49 N 2.720 -3.712 3.710
50 N 2.057 -1.533 3.438
51 C 1.518 -0.680 2.610
52 N 1.234 -0.924 1.318
53 C 1.280 0.717 3.068
54 C 1.666 1.118 4.334
55 C 1.488 2.446 4.694
56 C 0.933 3.321 3.777
57 C 0.570 2.836 2.530
58 N 0.735 1.565 2.181
59 H 2.406 -2.925 -0.905
60 H 1.671 -1.325 -1.079
61 H 2.999 -4.603 3.339
62 H 2.781 -3.528 4.695
63 H 2.097 0.392 5.008
64 H 1.783 2.791 5.676
65 H 0.786 4.365 4.012
66 H 0.125 3.475 1.778

Results
Relative energy (zero: lowest compared OMol25 entry of this formula, charge and spin)   0.0 kcal/mol
Total charge   +1
LUMO energy   -3.18 eV
HOMO level   -0.3814 Ha
HOMO-LUMO gap   7.203 eV
Total energy   -46842.8701 eV
Multiplicity   1
Largest force on an atom   0.0104 hartree/bohr

---

[6]
An isolated molecule of C8H9NOS at a distorted geometry, computed with ωB97M-V/def2-TZVPD.

Atoms and positions in Å:
1 C 0.444 1.505 -2.653
2 C -0.656 0.694 -2.362
3 C 1.585 1.451 -1.815
4 C -0.549 -0.197 -1.346
5 C 1.684 0.558 -0.816
6 C 0.514 -0.234 -0.463
7 C -0.500 -0.804 2.192
8 C 0.451 -1.211 0.614
9 N -1.755 -0.193 2.069
10 O -0.576 -1.010 4.773
11 S 0.289 -1.279 3.635
12 H 0.436 2.366 -3.305
13 H -1.626 0.667 -2.829
14 H 2.328 2.166 -2.134
15 H -1.501 -0.599 -1.130
16 H 2.609 0.396 -0.283
17 H 1.428 -1.542 0.960
18 H -0.146 -2.027 0.349
19 H -2.433 -0.592 1.501
20 H -2.027 -0.117 3.041

Results
Relative energy (zero: lowest compared OMol25 entry of this formula, charge and spin)   76.3 kcal/mol
LUMO energy   0.46 eV
HOMO level   -0.3037 Ha
HOMO-LUMO gap   8.721 eV
Total energy   -22811.9384 eV
Multiplicity   1
Largest force on an atom   0.0850 hartree/bohr

---

[7]
A cluster of 2 separate species, C3H9N3O in total at a distorted geometry, computed with ωB97M-V/def2-TZVPD.

Atoms and positions in Å:
1 C -1.808 0.385 -0.011
2 C -3.130 -0.376 0.170
3 C 2.531 -0.578 -0.208
4 N -0.671 -0.072 -0.179
5 N 2.042 0.653 0.279
6 N 1.196 1.236 -0.528
7 O 1.785 -1.666 0.023
8 H -2.059 1.551 -0.037
9 H -2.813 -1.354 0.562
10 H -3.592 0.332 0.869
11 H -3.575 -0.413 -0.789
12 H 2.724 -0.527 -1.413
13 H 3.610 -0.827 0.141
14 H 2.075 0.796 1.328
15 H 0.827 2.035 -0.081
16 H 0.857 -1.175 -0.129

Results
Relative energy (zero: lowest compared OMol25 entry of this formula, charge and spin)   139.0 kcal/mol
LUMO energy (spin up / spin down)   0.82 / -0.31 eV
HOMO level (spin up / spin down)   -0.3254 / -0.2787 Ha
HOMO-LUMO gap (spin up / spin down)   9.671 / 7.269 eV
Total energy   -9769.5121 eV
Multiplicity   1
Largest force on an atom   0.1308 hartree/bohr

---

[8]
A cluster of 5 separate species, C30H34BN4O11 in total at a distorted geometry, computed with ωB97M-V/def2-TZVPD.

Atoms and positions in Å:
1 C 1.222 -0.732 -0.809
2 C 0.626 -0.759 0.615
3 C 0.605 0.680 1.202
4 C 1.841 0.876 2.090
5 O 2.224 2.226 2.204
6 C 3.321 2.559 1.392
7 C 4.689 1.917 1.650
8 O 5.459 2.530 0.638
9 B 4.497 2.872 -0.478
10 O 3.170 2.321 0.036
11 H 1.830 0.169 -0.922
12 H 0.404 -0.745 -1.531
13 H 1.891 -1.585 -0.946
14 H 1.235 -1.380 1.283
15 H -0.386 -1.176 0.634
16 H -0.310 0.751 1.803
17 H 0.596 1.422 0.404
18 H 1.625 0.480 3.093
19 H 2.636 0.253 1.668
20 H 3.507 3.636 1.563
21 H 5.146 2.053 2.640
22 H 4.672 0.827 1.463
23 H 4.350 4.106 -0.558
24 H 4.745 2.377 -1.574
25 C 1.655 4.295 8.983
26 C 2.049 2.964 9.026
27 C 2.387 2.301 7.856
28 C 2.329 2.988 6.659
29 C 1.935 4.311 6.594
30 C 1.595 4.966 7.768
31 N 2.711 2.298 5.405
32 O 3.033 1.124 5.499
33 O 2.676 2.938 4.384
34 H 1.396 4.812 9.899
35 H 2.094 2.441 9.972
36 H 2.694 1.266 7.877
37 H 1.895 4.823 5.644
38 H 1.286 6.002 7.734
39 C 1.939 -0.721 -7.256
40 C 1.606 -1.990 -6.800
41 C 0.711 -2.140 -5.754
42 C 0.161 -1.006 -5.184
43 C 0.484 0.266 -5.617
44 C 1.383 0.405 -6.663
45 N -0.805 -1.158 -4.085
46 O -1.059 -2.284 -3.703
47 O -1.300 -0.146 -3.626
48 H 2.637 -0.608 -8.075
49 H 2.043 -2.865 -7.261
50 H 0.447 -3.122 -5.390
51 H 0.046 1.136 -5.149
52 H 1.648 1.392 -7.014
53 C -2.890 -4.551 4.017
54 C -1.712 -5.015 4.589
55 C -0.558 -5.104 3.827
56 C -0.606 -4.722 2.500
57 C -1.768 -4.264 1.909
58 C -2.918 -4.180 2.679
59 N 0.624 -4.792 1.688
60 O 1.631 -5.211 2.226
61 O 0.551 -4.419 0.537
62 H -3.788 -4.477 4.616
63 H -1.691 -5.304 5.631
64 H 0.363 -5.462 4.263
65 H -1.778 -3.972 0.869
66 H -3.836 -3.819 2.234
67 C -4.169 -0.356 -5.066
68 C -4.691 -0.871 -6.246
69 C -5.869 -0.361 -6.767
70 C -6.504 0.667 -6.093
71 C -6.004 1.189 -4.913
72 C -4.826 0.669 -4.399
73 N -7.745 1.227 -6.654
74 O -8.174 0.737 -7.681
75 O -8.269 2.150 -6.060
76 H -3.250 -0.752 -4.662
77 H -4.177 -1.671 -6.762
78 H -6.282 -0.755 -7.684
79 H -6.520 1.989 -4.403
80 H -4.416 1.064 -3.480

Results
Relative energy (zero: lowest compared OMol25 entry of this formula, charge and spin)   0.0 kcal/mol
Total charge   -1
LUMO energy   0.91 eV
HOMO level   -0.1338 Ha
HOMO-LUMO gap   4.547 eV
Total energy   -60810.8146 eV
Multiplicity   1
Largest force on an atom   0.0279 hartree/bohr